[1]
Molecular formula: C40H43GeN3O2PS2Se2Y
Method: DFT, wB97M-V/def2-TZVPD

The calculation puts the relative energy (zero: lowest compared OMol25 entry of this formula, charge and spin) at 12.4 kcal/mol. As for the highest occupied orbital energy: -7.75 eV. The gap between HOMO and LUMO comes out at 0.2941 hartree. As for the net charge: 0.

Last column: Mulliken charge in e.
CARTESIAN COORDINATES (ANGSTROEM)
H -0.46 -3.91 -0.79  -0.325
C -0.51 2.33 -1.21  -0.036
H -0.48 3.65 -3.49  0.439
H -2.75 -3.47 -0.61  0.682
C -2.68 -2.23 2.05  0.737
C 4.04 1.91 -0.56  0.127
H 4.30 -6.20 1.10  0.357
H -0.88 3.29 2.65  0.515
H -0.56 5.01 -0.42  0.114
H 3.25 4.64 -0.96  0.362
H -3.22 3.97 3.11  0.425
O -0.64 -1.30 0.54  1.778
C -1.70 2.63 2.39  -1.085
H -0.84 7.55 -1.79  0.391
C -1.31 4.99 -1.21  -0.851
H -5.30 -4.10 3.10  0.436
C -0.73 5.53 -2.50  0.849
C -4.06 2.15 2.34  -0.839
C 0.23 5.27 -4.69  -0.874
C 6.52 0.77 -1.21  -0.339
H 0.19 -4.69 -2.27  0.530
C 5.36 0.06 -1.42  -0.766
P -2.12 -1.07 0.79  0.536
H -0.02 -5.59 0.74  0.405
Se 0.88 0.02 4.70  -0.225
H 1.85 4.51 0.10  0.136
H 3.13 -6.72 2.32  0.361
N 1.83 -0.07 1.90  -1.033
C 2.74 -3.99 -0.67  -1.048
C -2.17 -3.32 4.14  -0.816
H -3.78 0.69 -0.93  0.231
H 0.17 8.53 -3.81  0.377
H -0.82 -2.02 3.12  0.044
H 3.48 4.29 0.75  0.460
Ge 2.31 -4.61 1.15  0.511
C 0.42 6.64 -4.79  -0.404
S -0.66 0.76 -1.94  -0.410
Y 1.22 -0.21 -0.24  0.622
S -1.99 3.33 -1.27  -0.097
C -3.80 0.92 1.76  -0.443
H -0.41 1.12 1.65  0.629
C 4.11 0.59 -1.08  0.695
C -3.94 -2.81 2.06  -0.394
H 0.53 4.62 -5.51  0.402
H 0.86 7.07 -5.68  0.377
C -1.44 1.40 1.81  -0.432
H -4.13 -3.96 -2.58  0.460
N 0.50 2.86 -0.60  -0.061
H -5.20 0.18 -2.87  0.476
C -3.01 3.01 2.65  -0.696
C 0.41 -4.89 1.46  -0.634
C -4.32 -3.65 3.10  -0.753
H -3.73 -4.56 4.95  0.405
H -2.14 5.62 -0.87  0.600
C -4.67 -0.62 -2.37  -0.761
C -0.01 -3.74 -1.77  -0.518
H 2.72 -3.63 3.45  0.357
C -2.48 0.55 1.47  0.594
C 0.03 7.46 -3.74  -0.540
C 1.46 -0.02 3.02  0.445
H 5.22 3.60 0.05  0.294
H 5.38 -0.94 -1.85  0.424
H 4.10 -3.31 2.39  0.385
H -4.64 -2.62 1.26  0.416
H 2.82 -7.04 0.61  0.373
H 2.63 -2.34 2.26  -0.135
C -3.28 -2.66 -1.11  -0.748
C 2.83 4.11 -0.11  -1.542
C 5.25 2.59 -0.35  -0.651
Se 1.62 -2.72 -1.63  0.184
H -1.48 -3.50 4.96  0.491
H -0.14 -3.95 1.42  -0.342
C -0.34 4.72 -3.55  -0.151
C -3.43 -3.91 4.14  -0.539
H -0.69 -3.15 -2.38  0.286
H -5.38 -2.14 -3.70  0.408
H 7.48 0.33 -1.47  0.396
C 3.23 -6.32 1.31  -1.281
C -4.06 -2.95 -2.22  -0.961
C 2.76 2.64 -0.39  1.275
C -1.79 -2.49 3.10  -0.459
H 3.72 -3.50 -0.61  0.416
N 1.63 2.04 -0.57  -0.039
H 7.38 2.60 -0.47  0.394
H -4.62 0.26 1.53  0.477
C 6.47 2.04 -0.65  -1.041
H 2.87 -4.84 -1.34  0.499
H 0.28 -5.31 2.46  0.449
H -5.08 2.44 2.55  0.436
C -3.87 -0.34 -1.27  -0.120
C -0.54 6.91 -2.60  -0.605
C -4.76 -1.92 -2.84  -0.663
C -3.18 -1.36 -0.63  0.636
C 3.01 -3.34 2.44  -0.640
O 3.04 -0.15 -1.26  -0.805

=====

[2]
Molecular formula: C4H5LiO6
Method: DFT, wB97M-V/def2-TZVPD

The calculation puts the relative energy (zero: lowest compared OMol25 entry of this formula, charge and spin) at 89.1 kcal/mol. As for the expectation value of S²: 0.758. As for the highest occupied orbital energy (alpha / beta): -14.17 / -13.98 eV. The gap between HOMO and LUMO (alpha / beta) comes out at 0.3100 / 0.2831 hartree. The spin multiplicity is 2. As for the net charge: +1.

Last column: Mulliken spin population.
CARTESIAN COORDINATES (ANGSTROEM)
C -1.89 0.17 -0.95  0.005
H -1.60 -0.03 1.60  0.003
O -1.01 0.89 -0.28  -0.001
O 3.56 -1.56 -0.20  0.018
C -0.98 0.76 1.16  0.075
H 0.30 -0.66 0.90  0.110
O -3.01 -0.04 -0.55  0.000
H 0.94 1.31 1.12  0.037
O 1.67 -0.18 1.92  0.699
C 0.48 0.34 1.40  0.059
H -1.23 1.75 1.57  0.000
H -1.73 -1.39 -2.04  0.000
Li 1.09 0.61 -2.23  0.004
C 2.60 -0.85 -0.35  -0.006
O 2.00 -0.49 -1.32  -0.007
O -1.19 -0.64 -1.76  0.004

=====

[3]
Molecular formula: C5H6O
Method: DFT, wB97M-V/def2-TZVPD

The calculation puts the relative energy (zero: lowest compared OMol25 entry of this formula, charge and spin) at 120.4 kcal/mol. As for the highest occupied orbital energy: -9.12 eV. The gap between HOMO and LUMO comes out at 0.3762 hartree. As for the net charge: 0.

Last column: Mulliken charge in e.
CARTESIAN COORDINATES (ANGSTROEM)
C 0.12 -0.24 -0.17  0.865
H -0.36 1.59 -1.58  0.332
H -0.55 -0.47 2.89  0.356
H 0.02 0.25 -2.58  0.332
O -0.24 -1.49 -0.19  -0.449
H 1.84 0.21 1.39  0.445
C -0.24 -0.30 1.84  -0.391
C -1.06 -0.53 0.56  -0.438
H 1.44 0.79 -1.77  0.296
C 0.87 -0.06 1.13  -0.763
C 0.31 0.80 -1.76  -0.955
H -2.15 -0.54 0.26  0.369